[1]
Density functional theory data (the ωB97M-V functional and the def2-TZVPD basis) for the molecule C21H21N3O3S2 in a non-equilibrium geometry.

CARTESIAN COORDINATES (ANGSTROEM)
O 1.522 -3.654 -4.691
O -2.074 2.529 -0.326
O -0.683 3.688 -1.997
S 0.882 -1.118 -4.662
C 1.080 -2.722 -4.056
C 0.023 -1.275 -0.863
C -0.319 0.013 -0.389
C 0.223 0.890 -2.674
C 1.974 4.737 4.886
C -1.693 6.025 2.126
C 2.384 3.704 4.008
C -1.297 5.146 1.105
C 0.415 -0.469 -3.077
C 0.327 -1.490 -2.234
C -0.136 1.054 -1.337
C 0.763 5.436 4.718
C -0.943 6.067 3.217
C 1.704 3.556 2.804
C -0.198 4.286 1.338
C 0.027 5.201 3.517
C 0.480 4.220 2.562
N 0.579 -2.798 -2.748
N -0.894 -5.778 -1.236
N 0.219 3.350 0.349
C -2.131 -6.623 -1.434
C 0.139 -6.580 -0.513
C 0.798 -4.068 -2.080
C -0.455 -4.929 -2.379
S -0.763 2.691 -0.872
H 0.115 -2.070 -0.178
H -0.630 0.237 0.608
H 0.180 1.664 -3.507
H 2.653 5.043 5.716
H -2.593 6.693 2.037
H 3.288 3.207 4.203
H -2.102 4.959 0.495
H 0.600 6.257 5.404
H -1.216 6.699 3.991
H 2.183 2.937 2.096
H 0.683 2.545 0.748
H -2.176 -7.198 -2.373
H -2.447 -7.356 -0.618
H -2.995 -5.929 -1.474
H 0.466 -5.937 0.352
H -0.280 -7.459 -0.167
H 1.004 -6.924 -1.115
H 0.955 -3.956 -1.063
H 1.747 -4.605 -2.424
H -1.188 -4.272 -2.533
H -0.199 -5.625 -3.260

Calculated values
* SMILES: CN(C)CCn1c(=O)sc2cc(S(=O)(=O)Nc3cccc4ccccc34)ccc21
* lowest unoccupied orbital energy: 0.03 eV
* 2S+1: 1
* ΔE to the lowest compared entry with this formula, charge and spin: 476.1 kJ/mol
* total energy: -1999.08101 Eh
* Kohn-Sham gap: 7.98 eV

These are the natural (NBO) partial charges, in e, on atoms 1 to 5: -0.59 -0.94 -0.92 0.34 0.49


[2]
Density functional theory data (the ωB97M-V functional and the def2-TZVPD basis) for a cluster of 6 separate species, C20H46N4O9S in total in a non-equilibrium geometry.

CARTESIAN COORDINATES (ANGSTROEM)
C 4.467 -1.759 2.250
C 4.079 -0.602 1.270
O 3.256 -0.843 0.414
N 4.780 0.649 1.443
C 5.357 1.174 0.186
N 4.063 1.583 2.204
C 2.774 2.003 1.599
C 1.508 1.488 2.389
C 0.231 2.358 2.067
C -1.045 1.837 2.840
S -1.323 0.045 2.537
C -2.952 -0.195 1.835
N -4.149 0.229 2.206
N -5.108 -0.250 1.369
C -4.452 -0.986 0.473
O -3.104 -0.989 0.696
C 4.877 2.691 2.660
O 5.430 2.590 3.713
O 5.070 3.860 1.963
H 5.197 -1.435 3.030
H 5.027 -2.496 1.608
H 3.579 -2.289 2.652
H 4.896 2.116 -0.198
H 5.295 0.362 -0.588
H 6.439 1.411 0.382
H 2.634 1.644 0.543
H 2.724 3.125 1.542
H 1.679 1.545 3.491
H 1.345 0.436 2.029
H -0.047 2.314 0.982
H 0.396 3.441 2.318
H -0.887 1.990 3.941
H -1.971 2.438 2.574
H -4.911 -1.573 -0.368
H 4.643 3.805 1.089
C -6.108 -5.295 -2.659
C -5.899 -3.799 -2.533
O -4.911 -3.514 -1.543
H -6.420 -5.719 -1.702
H -6.867 -5.522 -3.409
H -5.176 -5.793 -2.941
H -6.824 -3.308 -2.231
H -5.576 -3.370 -3.487
H -4.092 -3.942 -1.817
C 0.065 -3.826 0.412
C 0.764 -3.759 1.757
O 2.169 -3.605 1.581
H 0.451 -4.660 -0.178
H -1.013 -3.951 0.537
H 0.248 -2.915 -0.164
H 0.597 -4.678 2.320
H 0.387 -2.918 2.348
H 2.312 -2.783 1.089
C -5.157 3.742 0.355
C -3.728 4.129 0.029
O -2.818 3.186 0.589
H -5.304 3.693 1.435
H -5.862 4.463 -0.064
H -5.390 2.751 -0.044
H -3.492 5.108 0.448
H -3.572 4.169 -1.054
H -3.023 2.323 0.209
C 2.939 1.194 -3.425
C 4.031 0.201 -3.769
O 4.873 -0.003 -2.641
H 3.369 2.148 -3.112
H 2.284 1.368 -4.282
H 2.338 0.824 -2.592
H 4.650 0.573 -4.587
H 3.602 -0.759 -4.071
H 4.318 -0.340 -1.925
C -1.728 0.268 -2.333
C -0.221 0.219 -2.169
O 0.185 1.039 -1.078
H -2.059 1.295 -2.507
H -2.051 -0.353 -3.172
H -2.227 -0.081 -1.425
H 0.273 0.587 -3.067
H 0.119 -0.806 -1.983
H -0.249 0.701 -0.283

Calculated values
* SMILES: CC(=O)N(C)N(CCCCSc1nnco1)C(=O)O.CCO.CCO.CCO.CCO.CCO
* lowest unoccupied orbital energy: 0.34 eV
* 2S+1: 1
* total energy: -2083.86493 Eh
* Kohn-Sham gap: 9.50 eV

These are the Mulliken partial charges, in e, on atoms 1 to 5: -1.38 0.46 -0.43 0.24 -0.84


[3]
Density functional theory data (the ωB97M-V functional and the def2-TZVPD basis) for a cluster of 2 separate species, C4H6N2S2 in total in a non-equilibrium geometry.

CARTESIAN COORDINATES (ANGSTROEM)
C 0.809 0.474 1.377
C -0.754 0.486 0.739
C -1.634 -0.501 -1.791
C 0.980 -0.628 0.427
H 2.958 0.838 -0.562
H 0.606 -0.076 2.440
H -1.288 -0.060 1.644
H -1.079 1.312 0.228
H -2.185 0.262 -1.277
H -1.936 -0.764 -2.897
N -0.247 -0.562 -0.043
N -0.470 -0.897 -1.382
S 1.984 1.565 1.261
S 2.255 -1.448 -0.164

Calculated values
* lowest unoccupied orbital energy: -1.32 eV
* 2S+1: 1
* ΔE to the lowest compared entry with this formula, charge and spin: 721.8 kJ/mol
* total energy: -1061.64124 Eh
* Kohn-Sham gap: 7.21 eV

These are the natural (NBO) partial charges, in e, on atoms 1 to 5: -0.55 -0.24 -0.12 0.15 0.13


[4]
Density functional theory data (the ωB97M-V functional and the def2-TZVPD basis) for the molecule C5H5BrN2O2S in a non-equilibrium geometry.

CARTESIAN COORDINATES (ANGSTROEM)
C -0.765 -0.806 0.742
C 0.748 0.512 2.105
C -0.298 -0.253 -0.381
C -0.219 -0.428 2.006
C 0.957 0.904 -0.281
N -1.075 0.414 -3.032
N 1.287 1.138 1.016
O 1.451 1.416 -1.245
O -1.945 -1.595 -1.881
S -0.845 -0.695 -2.034
Br -0.866 -1.253 3.584
H -1.559 -1.537 0.688
H 1.142 0.809 3.066
H -0.288 1.026 -3.161
H 1.996 1.843 1.178
H 0.281 -1.494 -2.369

Calculated values
* SMILES: N=[S@H](=O)c1cc(Br)c[nH]c1=O
* lowest unoccupied orbital energy: -0.38 eV
* 2S+1: 1
* ΔE to the lowest compared entry with this formula, charge and spin: 0.0 kJ/mol
* total energy: -3425.62951 Eh
* Kohn-Sham gap: 8.90 eV

These are the natural (NBO) partial charges, in e, on atoms 1 to 5: -0.17 0.03 -0.40 -0.18 0.68


[5]
Density functional theory data (the ωB97M-V functional and the def2-TZVPD basis) for a cluster of 2 separate species, C4H7O2 in total in a non-equilibrium geometry.

CARTESIAN COORDINATES (ANGSTROEM)
C 3.493 2.670 2.693
C 2.341 2.039 2.944
O 1.627 1.415 1.991
C 0.440 0.731 2.406
H 3.863 2.795 1.674
H 4.016 3.170 3.507
H 1.943 1.950 3.962
H -0.245 1.446 2.893
H 0.701 -0.041 3.150
O -0.979 -1.739 -0.803
C -1.246 -0.765 -0.090
H -0.142 0.190 1.426
H -2.292 -0.333 -0.328

Calculated values
* lowest unoccupied orbital energy: 3.70 eV
* 2S+1: 1
* ΔE to the lowest compared entry with this formula, charge and spin: 476.9 kJ/mol
* total energy: -306.97200 Eh
* Kohn-Sham gap: 4.74 eV
* net charge: -1

These are the natural (NBO) partial charges, in e, on atoms 1 to 5: -0.56 0.17 -0.52 -0.37 0.20


[6]
Density functional theory data (the ωB97M-V functional and the def2-TZVPD basis) for a cluster of 2 separate species, C4H11NO2S in total in a non-equilibrium geometry.

CARTESIAN COORDINATES (ANGSTROEM)
C -1.059 -0.288 1.558
N -1.574 0.516 0.472
C -1.407 1.878 0.358
O -1.657 2.502 -0.649
C 0.423 -0.715 1.601
C 0.945 -1.868 0.719
S 0.430 -1.629 -1.014
H -1.462 0.164 2.483
H -1.741 -1.166 1.578
H -1.599 0.067 -0.432
H -1.204 2.375 1.308
H 1.037 0.188 1.510
H 0.525 -1.055 2.652
H 2.021 -1.870 0.895
H 0.491 -2.753 1.165
H 0.646 -0.276 -1.081
H 2.416 0.846 -2.487
H 2.146 1.866 -1.337
O 2.742 1.159 -1.619

Calculated values
* SMILES: O=CNCCCS.O
* lowest unoccupied orbital energy: 0.60 eV
* 2S+1: 1
* ΔE to the lowest compared entry with this formula, charge and spin: 83.6 kJ/mol
* total energy: -762.41749 Eh
* Kohn-Sham gap: 9.92 eV

These are the natural (NBO) partial charges, in e, on atoms 1 to 5: -0.24 -0.63 0.52 -0.60 -0.42